P.
Computed, not measured: the molecule CH4N6, with the ωB97M-V functional and the def2-TZVPD basis.

total charge	0
frontier orbital gap	9.376	eV
E_HOMO	-8.7	eV
SMILES string	NN=c1[nH]nn[nH]1

Last column: natural (NBO) charge in e.
Cartesian coordinates (Å):
N: -2.042 -0.474 0.291  -0.7192
N: -1.039 0.818 -0.193  -0.4661
C: 0.218 0.344 -0.113  0.4702
N: 0.662 -0.860 -0.179  -0.4359
N: 2.068 -1.008 0.119  -0.0215
N: 2.418 0.235 0.170  -0.0158
N: 1.396 1.035 0.215  -0.3848
H: -2.651 -0.433 -0.584  0.3505
H: -2.748 0.111 1.081  0.3591
H: 0.257 -1.748 -0.391  0.4340
H: 1.461 1.979 -0.417  0.4292

---

Q.
Computed, not measured: the molecule CH4N6, with the ωB97M-V functional and the def2-TZVPD basis.

total charge	0
frontier orbital gap	9.771	eV
E_HOMO	-9.2	eV
SMILES string	Nc1nnnn1N

Last column: natural (NBO) charge in e.
Cartesian coordinates (Å):
N: -0.458 1.916 -0.786  -0.8038
C: 0.014 0.825 -0.122  0.4698
N: 0.498 0.839 1.150  -0.3383
N: 0.847 -0.397 1.497  -0.0581
N: 0.345 -1.301 0.667  -0.1100
N: 0.012 -0.556 -0.387  -0.0905
N: -0.871 -1.316 -1.343  -0.6461
H: -0.501 1.670 -1.828  0.4008
H: -0.222 2.872 -0.628  0.4247
H: -0.355 -2.082 -1.757  0.3750
H: -1.614 -1.705 -0.643  0.3764

---

Which is most stable, and by how much? Q, by 1.865 eV.

---

P.
Computed, not measured: a structure of composition C3H3I3, with the ωB97M-V functional and the def2-TZVPD basis.

total charge	0
frontier orbital gap (spin up / spin down)	7.384 / 7.384	eV
E_HOMO (spin up / spin down)	-8.4 / -8.4	eV

Last column: natural (NBO) charge in e.
Cartesian coordinates (Å):
C: 1.246 0.783 0.426  -0.5016
C: 1.033 -0.419 0.056  -0.0132
C: -1.333 -0.459 -0.424  -0.8918
I: -1.348 0.662 -2.210  0.2553
I: -1.845 -2.495 -0.303  0.2590
I: -2.073 0.694 1.238  0.2192
H: 2.333 1.018 0.688  0.2375
H: 0.378 1.508 0.570  0.2351
H: 1.610 -1.292 -0.041  0.2006

---

Q.
Computed, not measured: a structure of composition C3H3I3, with the ωB97M-V functional and the def2-TZVPD basis.

total charge	0
frontier orbital gap (spin up / spin down)	6.207 / 7.218	eV
E_HOMO (spin up / spin down)	-7.6 / -8.4	eV

Last column: natural (NBO) charge in e.
Cartesian coordinates (Å):
C: 1.479 -0.302 0.392  -0.3028
C: 3.346 0.922 -0.927  -0.4946
C: 0.023 -0.198 0.619  -0.7712
I: 2.342 -2.233 0.600  0.2043
I: 5.082 -0.203 -1.030  0.1797
I: 2.708 1.446 1.190  0.4701
H: -0.605 -0.535 -0.178  0.2497
H: -0.045 0.920 0.768  0.2377
H: -0.379 -0.745 1.567  0.2270

---

Which is most stable, and by how much? P, by 2.571 eV.

---

P.
Computed, not measured: a cluster of 2 separate species, C2H4N2 in total, with the ωB97M-V functional and the def2-TZVPD basis.

total charge	0
frontier orbital gap (spin up / spin down)	8.702 / 8.707	eV
E_HOMO (spin up / spin down)	-10.0 / -10.0	eV
SMILES string	[H]/N=N\C#C.[H][H]

Last column: natural (NBO) charge in e.
Cartesian coordinates (Å):
H: -0.486 1.868 0.991  0.2967
N: -1.000 1.051 1.056  -0.2515
N: -0.476 0.055 0.353  -0.1731
C: 0.367 0.255 -0.567  0.0972
C: 1.315 0.619 -1.248  -0.1876
H: 2.008 0.616 -2.020  0.2331
H: -0.750 -1.960 0.529  0.0113
H: -0.978 -2.504 0.906  -0.0262

---

Q.
Computed, not measured: the molecule C2H4N2, with the ωB97M-V functional and the def2-TZVPD basis.

total charge	0
frontier orbital gap	10.333	eV
E_HOMO	-9.6	eV
SMILES string	C=NN=C

Last column: natural (NBO) charge in e.
Cartesian coordinates (Å):
C: -1.425 0.038 0.087  -0.1641
N: -0.545 -0.898 -0.240  -0.2136
N: 0.657 -0.932 0.223  -0.1913
C: 1.414 0.116 -0.097  -0.1750
H: -2.486 0.027 -0.339  0.2005
H: -1.223 0.811 0.888  0.1701
H: 1.164 0.779 -0.884  0.1787
H: 2.443 0.057 0.364  0.1946

---

R.
Computed, not measured: the molecule C2H4N2, with the ωB97M-V functional and the def2-TZVPD basis.

total charge	0
frontier orbital gap	10.874	eV
E_HOMO	-9.7	eV
SMILES string	C1[C@@H]2NN12

Last column: natural (NBO) charge in e.
Cartesian coordinates (Å):
C: 0.281 0.085 -0.909  -0.2857
C: -0.388 0.545 0.312  0.0267
N: -0.169 -0.505 1.260  -0.4415
N: -0.616 -0.798 -0.052  -0.2307
H: -0.142 0.030 -1.848  0.2204
H: 1.398 -0.114 -0.886  0.1813
H: -1.127 1.530 0.763  0.2089
H: 0.764 -0.773 1.359  0.3206

---

Which is most stable, and by how much? Q, by 2.097 eV.

---

P.
Computed, not measured: a cluster of 2 separate species, C3H4O in total, with the ωB97M-V functional and the def2-TZVPD basis.

total charge	0
frontier orbital gap	10.626	eV
E_HOMO	-10.3	eV
SMILES string	C#C.C=O

Last column: natural (NBO) charge in e.
Cartesian coordinates (Å):
C: -0.285 -1.403 -0.174  -0.2263
C: -0.326 -2.530 -0.578  -0.2564
H: 0.091 -0.439 0.076  0.2346
H: -0.401 -3.511 -1.007  0.2326
C: 0.233 1.995 0.401  0.2767
O: -0.177 1.069 1.065  -0.5080
H: 1.273 2.341 0.581  0.1213
H: -0.408 2.478 -0.365  0.1255

---

Q.
Computed, not measured: the molecule C3H4O, with the ωB97M-V functional and the def2-TZVPD basis.

total charge	0
frontier orbital gap	10.477	eV
E_HOMO	-9.4	eV
SMILES string	C=C1CO1

Last column: natural (NBO) charge in e.
Cartesian coordinates (Å):
C: 0.086 0.090 -1.440  -0.4954
C: -0.259 0.203 -0.166  0.3124
C: -0.047 -0.273 1.214  -0.1369
O: -0.329 1.111 0.853  -0.4565
H: -0.042 0.894 -2.042  0.2069
H: 0.323 -0.817 -1.766  0.2079
H: -0.658 -0.870 1.775  0.1844
H: 0.925 -0.337 1.572  0.1772

---

R.
Computed, not measured: the molecule C3H4O, with the ωB97M-V functional and the def2-TZVPD basis.

total charge	0
frontier orbital gap	10.638	eV
E_HOMO	-9.5	eV
SMILES string	C=C1CO1

Last column: natural (NBO) charge in e.
Cartesian coordinates (Å):
C: -1.158 0.674 -0.494  -0.5115
C: -0.238 0.105 0.170  0.2852
C: 0.989 -0.580 0.299  -0.1336
O: 0.076 -0.383 1.349  -0.4441
H: -2.024 1.095 -0.141  0.2188
H: -0.796 0.834 -1.600  0.2171
H: 1.177 -1.645 -0.012  0.1837
H: 1.975 -0.100 0.429  0.1845

---

Which is most stable, and by how much? R, by 0.220 eV.